{"formula": "C52H136AsF6N8O8", "method": "the ωB97M-V functional and the def2-TZVPD basis", "symbols": ["C", "C", "N", "C", "C", "C", "C", "C", "O", "C", "H", "H", "H", "H", "H", "H", "H", "H", "H", "H", "H", "H", "H", "H", "H", "H", "H", "H", "H", "H", "C", "C", "N", "C", "C", "C", "C", "C", "O", "C", "H", "H", "H", "H", "H", "H", "H", "H", "H", "H", "H", "H", "H", "H", "H", "H", "H", "H", "H", "H", "C", "C", "N", "C", "C", "C", "C", "C", "O", "C", "H", "H", "H", "H", "H", "H", "H", "H", "H", "H", "H", "H", "H", "H", "H", "H", "H", "H", "H", "H", "C", "C", "N", "C", "C", "C", "C", "C", "O", "C", "H", "H", "H", "H", "H", "H", "H", "H", "H", "H", "H", "H", "H", "H", "H", "H", "H", "H", "H", "H", "C", "C", "N", "C", "C", "C", "C", "C", "O", "C", "H", "H", "H", "H", "H", "H", "H", "H", "H", "H", "H", "H", "H", "H", "H", "H", "H", "H", "H", "H", "C", "C", "C", "O", "C", "N", "H", "H", "H", "H", "H", "H", "H", "H", "H", "H", "H", "H", "C", "C", "C", "O", "C", "N", "H", "H", "H", "H", "H", "H", "H", "H", "H", "H", "H", "H", "C", "C", "C", "O", "C", "N", "H", "H", "H", "H", "H", "H", "H", "H", "H", "H", "H", "H", "As", "F", "F", "F", "F", "F", "F"], "coordinates": [[0.44357, -7.14897, -3.18509], [0.00368, -5.66474, -3.06374], [-0.46263, -5.28872, -1.60278], [0.70662, -5.43055, -0.61839], [-1.13544, -3.86181, -1.64359], [-0.01052, -2.71246, -1.69675], [-1.51788, -6.21085, -0.96007], [-2.72203, -6.69272, -1.77348], [-3.52126, -5.56962, -1.94270], [-4.51089, -5.66397, -2.99409], [0.78489, -7.45901, -4.17275], [-0.27477, -7.87351, -2.80152], [1.28541, -7.40901, -2.54338], [-0.91723, -5.54073, -3.63351], [0.72368, -4.95574, -3.47241], [1.03100, -6.45333, -0.42656], [0.43917, -4.95160, 0.32352], [1.57575, -4.87549, -0.97143], [-1.68909, -3.84018, -0.70492], [-1.80802, -3.86521, -2.50133], [-0.56091, -1.83110, -2.02596], [0.67031, -2.88355, -2.53060], [0.51212, -2.51199, -0.76147], [-1.75904, -5.73388, -0.01011], [-1.08658, -7.15482, -0.62689], [-3.21024, -7.43256, -1.13915], [-2.38705, -7.00601, -2.76229], [-4.22840, -6.14400, -3.93104], [-4.79674, -4.64309, -3.24744], [-5.39458, -6.26735, -2.78639], [-5.57044, 2.17331, 4.10656], [-4.16199, 1.66020, 4.36994], [-3.46170, 0.82246, 3.27559], [-3.41513, 1.68812, 1.98170], [-1.98822, 0.47949, 3.68236], [-1.10011, 1.51116, 4.45909], [-4.30575, -0.45299, 3.03778], [-4.08219, -1.30128, 1.78686], [-4.61879, -0.62944, 0.62884], [-5.07841, -1.56397, -0.37431], [-5.95343, 2.93053, 4.79070], [-6.31596, 1.37968, 4.05698], [-5.63651, 2.79675, 3.21489], [-4.20618, 1.19328, 5.35388], [-3.49400, 2.50669, 4.52916], [-2.93524, 1.05450, 1.23582], [-2.81867, 2.58018, 2.17291], [-4.43991, 1.89234, 1.67150], [-1.52310, 0.08257, 2.78002], [-2.12161, -0.38680, 4.33032], [-0.93040, 2.39497, 3.84413], [-0.04483, 1.23836, 4.45115], [-1.50396, 1.90801, 5.39050], [-5.33501, -0.09454, 3.05340], [-4.18067, -1.07656, 3.92299], [-4.47709, -2.31091, 1.90006], [-3.05849, -1.66997, 1.72205], [-5.43756, -0.97189, -1.21606], [-6.05660, -1.98815, -0.14780], [-4.28349, -2.28499, -0.56496], [2.83688, -1.59329, 12.29638], [2.27695, -1.56435, 10.91432], [2.55169, -0.31130, 9.94418], [1.76129, 0.89821, 10.50587], [4.05760, 0.14356, 9.98656], [5.05291, -0.92117, 9.61143], [2.25736, -0.72645, 8.45831], [2.61618, 0.38293, 7.41817], [1.75906, 0.25892, 6.21484], [2.30115, -0.65684, 5.26331], [3.91832, -1.66269, 12.41377], [2.34669, -2.37370, 12.87841], [2.60516, -0.63606, 12.76342], [1.22287, -1.79493, 10.75987], [2.63067, -2.50853, 10.50017], [2.08324, 1.09912, 11.52767], [0.69338, 0.71796, 10.38268], [2.10168, 1.79838, 9.99408], [4.08974, 0.25069, 11.07081], [4.18210, 1.07164, 9.42866], [4.89797, -1.77577, 10.27003], [6.00113, -0.54084, 9.99133], [5.38225, -1.34696, 8.66362], [1.23530, -1.10161, 8.40602], [2.89819, -1.59526, 8.30793], [3.69682, 0.30570, 7.29834], [2.32538, 1.36759, 7.78419], [1.47482, -0.93600, 4.60959], [2.66364, -1.46500, 5.89858], [3.05864, -0.24343, 4.59742], [3.46017, 1.03294, -2.89468], [3.44275, 1.74010, -4.24809], [2.63590, 0.96232, -5.32260], [3.53720, -0.21395, -5.83591], [1.31979, 0.28625, -4.77219], [0.35904, 1.42743, -4.26758], [2.40453, 1.89344, -6.49467], [1.45440, 1.28835, -7.58982], [1.93999, 0.05186, -8.28746], [0.84649, -0.76148, -8.81616], [3.82628, 1.70460, -2.11818], [4.15286, 0.19145, -2.90776], [2.50520, 0.70145, -2.48696], [4.35435, 1.84222, -4.83686], [3.00561, 2.71113, -4.01546], [2.92876, -1.07267, -6.11965], [4.16061, -0.53223, -5.00036], [4.20854, -0.05176, -6.67918], [1.41824, -0.28291, -3.84782], [0.93744, -0.35683, -5.56488], [-0.63123, 1.02051, -4.06297], [0.11590, 2.19191, -5.00552], [0.66747, 1.83053, -3.30296], [3.36576, 2.21728, -6.89375], [1.83665, 2.74148, -6.11198], [1.27012, 2.14229, -8.24168], [0.41460, 1.20020, -7.27494], [0.08246, -0.24083, -9.39347], [0.40125, -1.26584, -7.95856], [1.24933, -1.56326, -9.43499], [-8.31468, 1.81203, -3.59055], [-7.32461, 1.95197, -4.81813], [-5.85793, 1.48374, -4.47880], [-5.78723, -0.05769, -4.16824], [-4.88121, 1.49263, -5.77696], [-5.14991, 0.62023, -6.99183], [-5.24826, 2.45739, -3.40704], [-3.91390, 2.04758, -2.75930], [-3.95104, 0.77353, -2.24773], [-2.79163, 0.17947, -1.70704], [-8.14460, 0.83989, -3.12782], [-9.30655, 1.66097, -4.01656], [-8.55364, 2.67633, -2.97088], [-7.38351, 2.95403, -5.24299], [-7.66596, 1.26084, -5.58880], [-4.83116, -0.54085, -4.36974], [-6.58824, -0.50207, -4.75900], [-6.10211, 0.00570, -3.12664], [-3.88683, 1.13557, -5.50895], [-4.69150, 2.51769, -6.09536], [-5.21325, -0.46370, -6.89599], [-4.48458, 0.87868, -7.81562], [-6.20072, 0.77782, -7.23484], [-5.95850, 2.45284, -2.58022], [-5.10887, 3.47894, -3.76073], [-3.61368, 2.67859, -1.92277], [-3.05194, 2.08806, -3.42525], [-2.58512, 0.65724, -0.74935], [-1.96690, 0.45340, -2.36499], [-2.78666, -0.90970, -1.66458], [5.32926, -5.32028, 0.79530], [3.92796, -4.57496, 1.27674], [3.49617, -5.10338, 2.60383], [2.37265, -4.37447, 3.15079], [1.81894, -4.60050, 4.42103], [4.07620, -3.06977, 1.24315], [3.20916, -2.58598, 1.42830], [4.61902, -2.83063, 2.06062], [4.61704, -2.70684, 0.47122], [5.54791, -5.13087, -0.25561], [5.42078, -6.36207, 1.10255], [6.20530, -4.91551, 1.30207], [3.17850, -4.58086, 0.48530], [4.33240, -5.02437, 3.29850], [3.25738, -6.10229, 2.23879], [0.89477, -4.03439, 4.53736], [2.61600, -4.47928, 5.15459], [1.39277, -5.60295, 4.46074], [7.33137, 5.22270, -1.67371], [7.12399, 5.31193, -0.20150], [5.86353, 4.63791, 0.29461], [6.02032, 3.18432, 0.34054], [5.07793, 2.33962, 0.91894], [8.42751, 4.67561, 0.32785], [8.47000, 4.67632, 1.33696], [8.67645, 3.78490, -0.07805], [9.20792, 5.24044, 0.02449], [8.20733, 5.65523, -2.15715], [6.59242, 5.87315, -2.14165], [7.44766, 4.22815, -2.10433], [7.18494, 6.35013, 0.12489], [4.93469, 4.85726, -0.23194], [5.82159, 4.92396, 1.34557], [4.83279, 1.49038, 0.28113], [4.13489, 2.87703, 1.01878], [5.42292, 2.12861, 1.93115], [-3.40331, 7.22143, -4.01615], [-2.02565, 6.65588, -3.37613], [-2.21213, 5.15054, -2.87206], [-0.98999, 4.75279, -2.23523], [-1.16079, 4.29816, -0.84925], [-0.80390, 6.73535, -4.35944], [-0.92851, 6.36603, -5.29120], [-0.41163, 7.66603, -4.35108], [-0.01953, 6.21069, -3.99944], [-3.13540, 7.87521, -4.84615], [-4.04023, 7.70958, -3.27850], [-3.99192, 6.38064, -4.38318], [-1.80417, 7.24936, -2.48910], [-2.34786, 4.64160, -3.82634], [-3.07570, 5.02457, -2.21901], [-1.45124, 3.24820, -0.81298], [-1.88816, 4.81173, -0.22054], [-0.18126, 4.33723, -0.37270], [0.82549, 0.14680, 0.90082], [1.21123, 0.07424, 2.67654], [2.34694, 1.19345, 0.81634], [0.47558, 0.33201, -0.92030], [-0.50441, -1.04361, 1.05269], [-0.31327, 1.44817, 1.19729], [1.78730, -1.26686, 0.49632]], "atomic_forces_ev_per_a": [[0.584, 0.071, 1.075], [-1.315, -1.603, 0.538], [0.349, -0.541, -0.052], [0.072, 1.376, -0.299], [2.950, 0.039, 0.713], [-1.891, -1.099, -0.793], [0.150, -1.484, -0.146], [0.864, 1.683, 0.435], [-1.507, 0.647, -1.236], [-0.370, 0.052, -0.209], [-0.417, 0.395, -0.162], [-0.554, 0.280, -0.506], [0.422, 0.523, 0.030], [0.031, 0.068, -0.117], [0.115, 0.028, 0.660], [-0.561, -0.029, -0.387], [-0.310, -0.167, 0.033], [-0.163, -0.002, -0.423], [-0.084, 0.381, -0.260], [0.160, -0.028, 0.207], [0.068, 0.279, 0.432], [0.242, -0.289, 0.163], [-0.279, -0.209, -0.233], [-0.450, 0.237, -0.282], [0.820, 0.115, -0.290], [-0.020, -0.510, -0.429], [-0.091, -0.857, 0.141], [1.175, 0.045, -0.015], [-0.119, -0.081, 0.232], [-0.102, 0.235, 0.968], [-0.366, 0.285, -1.206], [0.179, 1.030, 0.707], [-0.037, 0.913, -0.432], [-0.029, -1.267, 0.853], [-0.298, -0.571, 1.049], [-0.689, 0.901, -1.979], [-0.086, 0.154, 0.140], [-0.002, 0.237, -0.132], [0.312, -1.062, 0.397], [-0.734, 1.068, 0.417], [0.556, -0.459, 0.891], [0.002, 0.116, 0.010], [0.095, -0.428, -0.518], [0.467, -0.910, -0.332], [0.000, 0.042, -0.238], [-0.021, 0.206, 0.093], [-0.187, -0.086, 0.134], [0.230, 0.102, 0.109], [-0.021, 0.415, 0.080], [-0.037, -0.026, 0.128], [-0.624, 0.415, -0.331], [-0.297, -0.980, 0.784], [0.238, -0.691, 0.136], [0.089, -0.111, -0.196], [0.156, 0.090, 0.043], [-1.292, 0.244, 0.420], [0.883, 1.025, -0.631], [1.126, 0.152, -0.376], [0.327, -0.785, 0.977], [-0.352, -0.168, -0.422], [-0.344, 2.030, 0.911], [0.154, -1.081, -2.113], [0.660, -0.219, -0.318], [0.735, -0.573, -0.907], [-1.385, -1.223, 0.311], [1.212, -0.775, 1.434], [-0.014, 0.282, 1.178], [-2.068, -0.321, 0.051], [1.723, 0.363, 1.027], [-0.723, -0.065, 0.799], [-0.019, -0.450, -0.510], [0.054, 0.000, -0.125], [-0.214, -0.089, 0.585], [-0.396, 0.916, 0.792], [0.793, 0.407, -1.120], [-0.339, -0.601, 0.112], [0.181, 0.072, 0.214], [-0.311, -0.165, -0.411], [0.901, 0.711, -0.175], [-0.327, 0.025, 0.304], [-0.103, -0.194, -0.075], [0.157, 0.216, 0.119], [-1.074, 0.645, -0.653], [-0.144, 0.476, -0.062], [0.039, 0.042, 0.093], [-0.069, 0.308, -0.859], [0.312, -0.057, 0.175], [0.082, -0.385, 0.287], [0.282, -0.641, -0.858], [0.353, 0.251, 0.341], [1.138, -0.384, 0.065], [-1.136, -0.719, -0.116], [0.356, -1.828, 0.076], [-0.100, -0.563, 1.001], [-0.543, 2.585, 0.235], [-0.395, -0.867, -0.715], [-1.887, -1.299, -0.542], [0.721, -0.712, -0.905], [-1.224, 2.132, 0.878], [0.508, -0.161, 0.733], [0.217, 0.231, -0.215], [-0.117, -0.149, 0.109], [-0.114, 0.107, -0.432], [0.498, 0.293, 0.995], [-0.264, 0.084, -0.916], [-0.235, 0.380, 0.016], [-0.119, 0.118, 0.078], [-0.388, 0.959, -0.005], [1.126, -0.339, -0.486], [-0.028, 0.363, 0.016], [0.055, -0.501, 0.038], [0.492, 0.181, 0.052], [0.298, 0.213, -0.242], [-0.049, -0.200, 0.084], [0.325, 0.153, -0.010], [0.778, -0.073, -0.903], [0.027, -0.828, 0.845], [0.252, 0.386, 0.072], [-0.444, 0.004, 0.089], [0.381, 0.384, -0.054], [-0.064, -0.508, -1.681], [-0.549, -0.777, 1.207], [2.519, 0.235, -2.591], [-1.951, 1.904, 1.160], [0.915, 0.367, 0.356], [-2.624, -0.110, 0.217], [0.134, -1.594, 0.818], [1.236, -0.355, -0.242], [-1.786, -2.471, 0.154], [0.874, 1.737, -0.536], [0.099, 0.412, 0.700], [-0.023, -0.103, -0.510], [1.074, -0.100, 0.351], [0.754, 0.027, 0.123], [0.181, 0.009, 0.038], [-0.113, 0.615, 0.247], [0.153, -0.007, -0.024], [0.365, -1.158, -0.017], [-0.069, 0.198, 1.313], [-0.695, 0.183, 0.104], [0.907, -0.063, 0.641], [-0.200, 0.158, 0.129], [0.042, 0.498, -0.991], [-0.317, 0.119, -0.249], [-0.480, -0.228, -0.596], [-0.566, 0.985, -0.016], [0.093, 0.337, -0.708], [0.155, -0.460, 0.246], [0.458, -0.027, -0.083], [-0.762, 0.232, 0.132], [-1.012, 1.604, 0.861], [1.671, 0.055, -2.262], [-1.184, 0.651, 0.695], [0.589, 0.813, -2.794], [0.044, -1.654, 0.058], [1.498, -0.062, 2.043], [-0.833, 0.268, -0.565], [0.602, 0.302, 0.526], [-0.260, 0.069, -0.628], [-0.437, -0.449, -0.081], [-0.755, -0.118, -0.463], [-0.177, 0.586, 0.398], [-0.229, -1.410, 0.175], [0.124, -0.609, 0.143], [-0.140, -0.650, 1.211], [0.645, 0.879, 0.033], [-0.518, 0.181, 0.500], [0.498, -0.484, 0.249], [-0.046, 0.863, -2.082], [1.652, -0.726, -1.298], [0.082, -2.263, 2.240], [2.162, 1.242, -2.050], [-1.170, 1.339, 0.698], [-0.477, 0.753, 0.544], [0.076, -0.499, 0.553], [-0.650, -0.867, 0.157], [0.302, 0.829, -0.128], [0.683, 0.606, 1.041], [-0.563, -0.702, -0.312], [-1.081, -0.342, 0.297], [-0.272, -0.065, 0.125], [0.317, 0.593, -0.166], [-0.743, 0.380, 0.149], [0.574, -0.165, 0.168], [-0.276, -0.008, 0.158], [-0.182, -0.712, -0.034], [1.914, -1.106, 0.173], [-2.336, -0.540, 0.507], [1.736, 1.789, -0.977], [-1.173, -0.157, 0.891], [0.622, -0.610, -0.443], [-0.521, -0.266, 1.714], [-0.633, 0.338, -0.563], [-0.336, 0.849, -0.592], [0.187, -0.723, 0.735], [-0.433, 0.199, 0.109], [0.491, 0.255, 0.043], [0.120, -0.040, -0.313], [0.621, 0.191, -0.387], [-0.146, -0.855, 0.150], [-0.035, 0.346, -0.160], [-0.036, -0.202, -0.369], [-0.001, 0.703, -0.486], [-0.070, 0.262, -0.136], [0.481, 0.747, 0.141], [-0.719, -0.317, -2.352], [-2.419, -1.316, -0.472], [0.622, -0.065, 2.230], [0.745, 1.150, -0.020], [0.930, -0.530, -0.320], [0.519, 0.350, 0.299]], "mulliken_charge": [-1.25, -0.49, 0.72, -1.89, -0.56, -0.13, -0.85, -0.76, -0.22, -0.85, 0.45, 0.28, 0.30, 0.47, 0.44, 0.58, 0.69, 0.50, 0.25, 0.36, -0.25, 0.35, -0.07, 0.59, 0.45, 0.43, 0.36, 0.38, 0.20, 0.37, -1.34, -0.46, 0.78, -1.03, 0.40, -1.19, -0.88, -0.18, -0.12, -0.20, 0.44, 0.39, 0.31, 0.41, 0.44, -0.17, 0.48, 0.48, -0.36, 0.40, 0.29, 0.01, 0.48, 0.20, 0.35, 0.79, -0.04, -0.55, 0.39, 0.41, -1.31, -0.43, -0.05, -0.97, -0.48, -1.33, -0.81, -0.46, -0.34, -0.31, 0.33, 0.41, 0.33, 0.59, 0.39, 0.45, 0.35, 0.42, 0.65, 0.52, 0.29, 0.45, 0.31, 0.48, 0.47, 0.36, 0.23, -0.13, 0.43, 0.17, -0.48, -0.65, 0.20, -0.71, -1.04, -0.42, -0.77, -0.68, -0.37, -0.71, 0.21, 0.38, -0.22, 0.59, 0.34, 0.28, 0.35, 0.33, 0.38, 0.54, -0.27, 0.37, 0.25, 0.60, 0.42, 0.57, 0.35, 0.32, 0.27, 0.29, -1.23, -0.35, 0.39, -0.84, -0.38, -1.34, -1.16, -0.24, 0.02, 0.89, 0.29, 0.43, 0.39, 0.43, 0.43, 0.27, 0.46, 0.09, 0.24, 0.47, 0.33, 0.42, 0.36, 0.49, 0.54, 0.34, 0.14, -0.17, -0.46, -0.10, -1.30, 0.89, -0.69, -0.18, -0.78, -0.13, 0.09, 0.41, 0.41, 0.39, 0.42, 0.41, -0.57, 0.46, 0.39, 0.21, 0.32, 0.35, -1.60, 0.36, -0.71, -0.40, -0.73, -0.32, 0.33, 0.32, 0.37, 0.50, 0.37, 0.39, 0.38, 0.45, 0.43, 0.18, 0.31, 0.39, -1.10, -0.03, -0.62, -0.40, -0.80, -0.25, 0.36, 0.40, 0.28, 0.38, 0.36, 0.31, 0.39, 0.25, 0.52, 0.11, 0.49, 0.39, 1.98, -0.52, -0.43, -0.39, -0.64, -0.31, -0.50], "multiplicity": 1, "e_homo_ev": -21.29, "de_lowest_kcal_mol": 0.0, "charge": 7, "largest_force_ev_per_a": 3.62, "orbital_gap_ha": 0.33323}